A:
11
Properties=species:S:1:pos:R:3 method="wB97M-V/def2-TZVPD" total_charge=+1 homo_lumo_gap_ha="0.294 / 0.295" homo_ev="-14.64 / -14.64"
C 1.894 -0.200 -0.101
C 1.472 1.025 0.045
C -0.603 0.092 0.248
C 1.416 -1.388 0.073
N 0.162 1.250 0.041
N -1.874 0.306 -0.119
H 0.805 -1.713 -0.849
H 1.857 -2.298 0.716
H -0.254 2.106 0.477
H -2.591 -0.361 0.094
H -2.283 1.183 -0.624



B:
11
Properties=species:S:1:pos:R:3 method="wB97M-V/def2-TZVPD" total_charge=+1 homo_lumo_gap_ha="0.262 / 0.251" homo_ev="-15.85 / -15.94"
C 1.555 0.614 -0.232
C 0.237 0.123 -0.141
N -0.663 0.475 -1.102
N -1.743 -0.018 -0.839
C -1.834 -0.807 0.210
C -0.503 -0.693 0.773
H 2.171 0.502 0.688
H 1.692 1.775 -0.557
H 2.007 0.330 -1.088
H -2.692 -1.216 0.544
H -0.226 -1.085 1.743



C:
11
Properties=species:S:1:pos:R:3 method="wB97M-V/def2-TZVPD" total_charge=+1 homo_lumo_gap_ha=0.386 homo_ev=-16.98
C -1.906 0.169 -0.482
C 0.081 0.316 -0.207
C -0.582 -0.865 0.522
C 1.454 0.644 -0.134
N -0.871 0.919 -0.858
N -2.522 -0.684 0.018
H -0.360 -1.899 0.024
H -0.717 -0.682 1.625
H 1.478 1.681 -0.090
H 1.800 0.223 -1.092
H 2.146 0.179 0.673



Most favorable structure: C. The second most favorable one is 0.952 eV above it.



A:
17
Properties=species:S:1:pos:R:3 method="wB97M-V/def2-TZVPD" total_charge=0 homo_lumo_gap_ha=0.354 homo_ev=-9.01
C 0.799 1.577 0.295
C 1.453 0.356 0.257
C 0.963 -0.884 0.931
C 0.349 -1.111 -0.405
C -0.929 -0.754 -0.821
C -2.036 -0.452 0.103
O -1.919 -0.141 1.274
H 0.088 1.776 1.094
H -0.303 1.478 -0.753
H 1.298 2.447 -0.125
H 2.354 0.269 -0.346
H 1.740 -1.598 1.204
H 0.250 -0.707 1.732
H 0.990 -1.579 -1.148
H -1.229 -1.054 -1.823
H -0.823 0.863 -1.102
H -3.044 -0.485 -0.364



B:
17
Properties=species:S:1:pos:R:3 method="wB97M-V/def2-TZVPD" total_charge=0 homo_lumo_gap_ha=0.379 homo_ev=-9.23
C 0.359 1.614 -0.102
C 1.454 0.919 0.198
C 1.540 -0.592 0.222
O 0.677 -1.226 -0.701
C -0.626 -1.487 -0.226
C -1.306 -0.256 0.369
C -0.967 0.990 -0.460
H 0.420 2.700 -0.155
H 2.383 1.453 0.394
H 1.368 -0.980 1.241
H 2.552 -0.895 -0.063
H -0.616 -2.322 0.494
H -1.184 -1.815 -1.110
H -0.998 -0.106 1.412
H -2.389 -0.435 0.391
H -0.900 0.705 -1.517
H -1.766 1.733 -0.387



Most favorable structure: B. The second most favorable one is 2.984 eV above it.



A:
17
Properties=species:S:1:pos:R:3 method="wB97M-V/def2-TZVPD" total_charge=0 homo_lumo_gap_ha=0.388 homo_ev=-9.42
C 0.286 0.721 -1.341
C -0.934 1.068 -0.497
O -1.704 -0.071 -0.164
C -0.950 -1.105 0.446
C -0.222 -0.675 1.669
C 0.965 -0.159 1.357
C 1.266 -0.197 -0.519
H 0.801 1.646 -1.626
H -0.083 0.286 -2.293
H -0.550 1.567 0.402
H -1.625 1.741 -1.010
H -1.580 -1.982 0.545
H -0.094 -1.333 -0.181
H -0.688 -0.787 2.653
H 1.533 0.287 2.223
H 1.300 -1.152 -1.122
H 2.279 0.144 -0.542



B:
17
Properties=species:S:1:pos:R:3 method="wB97M-V/def2-TZVPD" total_charge=0 homo_lumo_gap_ha=0.330 homo_ev=-8.12
C 1.332 -0.619 -1.797
C 0.625 -0.391 -0.505
C 1.373 -0.268 0.725
C -0.627 -0.035 -0.407
C -1.332 0.997 0.348
C -1.959 0.442 1.564
O -1.740 -0.649 2.028
H 1.940 -1.502 -1.720
H 2.014 0.247 -1.849
H 0.654 -0.651 -2.665
H 1.284 -1.605 0.577
H 0.961 -0.111 1.729
H 2.265 0.364 0.665
H -1.276 -0.534 -1.027
H -2.188 1.331 -0.283
H -0.664 1.819 0.626
H -2.664 1.165 1.992



Most favorable structure: A. The second most favorable one is 0.096 eV above it.